Density functional theory data (ωB97M-V/def2-TZVPD) for a molecular structure, C49H62Ge2N5O5S4W in a non-equilibrium geometry.

Results
* spin multiplicity: 1
* E_tot: -8367.04882 a.u.
* energy relative to the best compared isomer or geometry (same formula, charge and spin): 171.7 kJ/mol
* frontier orbital gap: 4.20 eV
* charge: +3

Geometry (Å):
1 W 13.81588 10.33231 13.48575
2 N 13.19300 10.57980 15.90790
3 N 12.32412 9.51146 16.27216
4 C 11.83771 8.71100 15.32635
5 N 10.97261 7.71439 15.66736
6 N 12.50078 8.75909 14.14093
7 N 12.15525 7.87107 13.05739
8 O 12.42152 8.41219 11.94888
9 O 11.84213 6.75510 13.39439
10 H 13.96777 10.55036 16.47382
11 H 12.73198 11.48257 15.87374
12 H 12.06760 9.51241 17.16679
13 H 10.31429 8.06944 16.30786
14 H 10.99997 6.89100 15.15961
15 C 11.67156 18.02498 15.40932
16 C 11.08248 16.93254 14.61708
17 C 10.68090 17.15292 13.29933
18 C 10.10784 16.21541 12.52137
19 C 9.61459 16.47383 11.12571
20 C 9.95770 14.91695 13.04383
21 C 10.40066 14.63823 14.34775
22 C 9.95711 13.34964 15.03694
23 C 10.99175 15.64144 15.12772
24 C 9.16443 14.00393 12.24300
25 C 7.81660 13.95203 12.37526
26 C 7.05070 13.13120 11.55971
27 C 7.62605 12.35918 10.54766
28 C 8.98455 12.36218 10.42338
29 C 9.76750 13.14539 11.27726
30 Ge 11.71971 12.90232 11.36033
31 S 11.77019 11.20337 12.91405
32 S 12.61734 12.70429 9.32227
33 Ge 14.07965 14.20712 10.05151
34 S 15.37574 11.50181 14.10690
35 S 13.09321 14.50060 11.99896
36 C 15.83708 14.56743 9.34930
37 C 15.94159 15.95631 9.04044
38 C 17.06961 16.40775 8.40166
39 C 17.98728 15.46777 8.05903
40 C 17.94748 14.12077 8.41438
41 C 16.84389 13.61908 9.11019
42 C 16.69194 12.19439 9.63317
43 C 16.15100 11.09970 8.87209
44 C 15.56088 11.32386 7.51827
45 C 16.19033 9.84679 9.45777
46 C 16.85651 9.57528 10.64573
47 C 17.17784 8.12291 11.00873
48 C 17.22051 10.66597 11.41682
49 C 17.15930 11.94250 10.91176
50 C 17.70621 13.13483 11.74070
51 C 14.75257 16.81300 9.41195
52 C 13.79659 17.02724 8.41168
53 C 13.84086 16.28751 7.07062
54 C 12.73351 17.85575 8.62586
55 C 12.68669 18.60544 9.79156
56 C 11.79195 19.83260 9.77548
57 C 13.72888 18.49861 10.74501
58 C 14.74391 17.53201 10.60026
59 C 15.75666 17.55254 11.69123
60 C 9.67573 11.35092 9.56588
61 C 9.71610 10.05678 10.02293
62 C 9.08482 9.79564 11.30523
63 C 10.31959 9.09700 9.24795
64 C 10.95454 9.37835 8.07178
65 C 11.79639 8.31621 7.42044
66 C 10.82778 10.63859 7.60906
67 C 10.15247 11.66781 8.28450
68 C 9.87664 12.95346 7.52250
69 H 11.92444 17.77779 16.41793
70 H 11.05203 18.94163 15.42497
71 H 12.67007 18.35893 14.94782
72 H 10.65610 18.18732 12.91931
73 H 9.87240 15.65320 10.44707
74 H 9.96746 17.41018 10.63011
75 H 8.57323 16.31049 11.10955
76 H 8.84807 13.22957 14.93820
77 H 10.27321 13.42532 16.06550
78 H 10.39385 12.42432 14.60664
79 H 11.21065 15.46087 16.22912
80 H 7.34771 14.62250 13.11413
81 H 5.97427 13.13479 11.75005
82 H 7.08881 11.66367 9.94015
83 H 17.15965 17.42184 8.04204
84 H 18.74199 15.82225 7.36100
85 H 18.91999 13.59385 8.32408
86 H 14.90518 10.53073 7.12190
87 H 16.45390 11.42504 6.85808
88 H 15.11102 12.28056 7.32454
89 H 15.82480 9.01445 8.91059
90 H 16.63171 7.78323 11.89176
91 H 18.23639 7.99936 11.22605
92 H 17.07488 7.47996 10.16706
93 H 17.75074 10.54593 12.31846
94 H 17.07297 13.15680 12.68019
95 H 17.67520 14.12354 11.30971
96 H 18.77411 13.02726 12.03814
97 H 14.55274 15.41834 7.07584
98 H 14.24576 16.87219 6.23760
99 H 12.88599 15.75202 6.85432
100 H 11.89809 18.04132 8.00233
101 H 12.32252 20.74241 9.42094
102 H 11.39727 20.11066 10.73343
103 H 10.89943 19.71249 9.11610
104 H 13.73658 19.27821 11.59841
105 H 16.36058 18.50542 11.62600
106 H 16.39714 16.64199 11.65916
107 H 15.33675 17.60105 12.73848
108 H 8.05174 9.93663 11.21869
109 H 9.52953 10.46609 12.07598
110 H 9.29021 8.75029 11.56920
111 H 10.42522 8.10982 9.63776
112 H 11.23767 7.42866 7.07360
113 H 12.48897 7.93492 8.21547
114 H 12.35416 8.77345 6.58817
115 H 11.33069 10.92359 6.70414
116 H 10.66297 13.15306 6.71166
117 H 9.73822 13.76781 8.22082
118 H 8.93970 12.94453 6.99242
119 O 4.87264 13.68992 14.01954
120 H 4.28034 13.31746 14.65115
121 H 4.26817 13.93244 13.25435
122 O 13.90865 14.81187 15.04018
123 H 14.38357 14.38818 15.78221
124 H 13.18866 14.15322 15.10811
125 O 14.20582 10.30274 11.40545
126 H 15.08614 9.92151 10.96133
127 H 13.47258 10.51362 10.76147
128 H 14.64793 8.91803 13.08820